{
  "formula": "C4H2O",
  "method": "the ωB97M-V functional and the def2-TZVPD basis",
  "orbital_gap_ev": 9.06,
  "relative_energy_kcal_mol": 77.78,
  "total_charge": 0,
  "spin_multiplicity": 1,
  "total_energy_ha": -228.6354,
  "elements": ["C", "C", "C", "C", "O", "H", "H"],
  "positions_angstrom": [[0.464, 1.072, -0.001], [0.149, -0.422, 0.184], [1.452, -0.037, -0.038], [-1.189, -0.161, 0.019], [2.598, -0.325, -0.090], [-1.788, 0.151, 0.861], [-1.686, -0.278, -0.934]],
  "forces_ev_per_angstrom": [[-1.3, -1.2, 0.1], [0.2, -0.4, 0.2], [-1.8, 0.3, -0.1], [1.6, 1.3, -0.1], [1.1, 0.0, 0.0], [0.1, 0.1, 0.1], [0.1, -0.1, -0.1]],
  "mulliken_charge": [-0.467, 0.065, 0.671, -0.281, -0.518, 0.268, 0.261]
}